{"formula": "C4H8OS", "method": "the ωB97M-V functional and the def2-TZVPD basis", "species": ["C", "C", "C", "O", "C", "S", "H", "H", "H", "H", "H", "H", "H", "H"], "coordinates": [[-0.580, 1.511, -0.656], [-0.279, 0.477, 0.121], [-1.164, -0.764, 0.278], [-0.692, -1.860, -0.433], [1.180, 0.464, 0.690], [2.305, -0.546, -0.320], [0.019, 2.365, -0.893], [-1.573, 1.434, -1.232], [-2.093, -0.554, -0.183], [-1.367, -0.994, 1.331], [0.015, -2.269, 0.094], [1.576, 1.424, 0.782], [1.176, 0.094, 1.757], [1.478, -0.781, -1.336]], "nbo_charge": [-0.377, -0.017, -0.096, -0.705, -0.553, -0.054, 0.207, 0.193, 0.185, 0.168, 0.472, 0.216, 0.215, 0.145], "homo_ev": -9.111, "spin_multiplicity": 1, "e_tot_ha": -630.58495, "relative_energy_kcal_mol": 31.4, "total_charge": 0, "lumo_energy_ev": 0.82, "smiles": "C=C(CO)CS"}

{"formula": "C4H8OS", "method": "the ωB97M-V functional and the def2-TZVPD basis", "species": ["C", "C", "C", "S", "O", "C", "H", "H", "H", "H", "H", "H", "H", "H"], "coordinates": [[1.978, 0.022, 0.509], [1.117, 0.487, -0.690], [-0.334, 0.570, -0.298], [-1.089, 1.978, 0.076], [-0.884, -0.651, -0.270], [-2.236, -0.780, 0.124], [1.702, -0.934, 0.903], [3.004, -0.097, 0.198], [1.866, 0.710, 1.325], [1.163, -0.273, -1.489], [1.469, 1.465, -1.077], [-2.916, -0.266, -0.534], [-2.489, -1.853, 0.040], [-2.351, -0.378, 1.184]], "nbo_charge": [-0.594, -0.481, 0.263, -0.118, -0.498, -0.267, 0.210, 0.215, 0.214, 0.222, 0.236, 0.198, 0.198, 0.202], "homo_ev": -8.704, "spin_multiplicity": 1, "e_tot_ha": -630.61630, "relative_energy_kcal_mol": 11.7, "total_charge": 0, "lumo_energy_ev": 0.64, "smiles": "CCC(=S)OC"}

{"formula": "C4H8OS", "method": "the ωB97M-V functional and the def2-TZVPD basis", "species": ["C", "C", "C", "S", "O", "C", "H", "H", "H", "H", "H", "H", "H", "H"], "coordinates": [[-0.801, -0.487, -1.788], [0.592, -0.546, -1.133], [0.463, -0.434, 0.348], [0.512, -1.686, 1.396], [0.272, 0.841, 0.686], [0.086, 1.166, 2.063], [-1.354, 0.475, -1.558], [-0.720, -0.565, -2.892], [-1.448, -1.310, -1.434], [1.212, 0.302, -1.562], [1.062, -1.514, -1.355], [0.989, 0.821, 2.654], [-0.042, 2.262, 2.104], [-0.823, 0.675, 2.470]], "nbo_charge": [-0.599, -0.491, 0.258, -0.113, -0.497, -0.272, 0.212, 0.218, 0.216, 0.228, 0.235, 0.205, 0.200, 0.202], "homo_ev": -8.745, "spin_multiplicity": 1, "e_tot_ha": -630.61703, "relative_energy_kcal_mol": 11.2, "total_charge": 0, "lumo_energy_ev": 0.65, "smiles": "CCC(=S)OC"}

{"formula": "C4H8OS", "method": "the ωB97M-V functional and the def2-TZVPD basis", "species": ["C", "C", "O", "H", "H", "H", "H", "C", "C", "S", "H", "H", "H", "H"], "coordinates": [[2.030, -1.724, -0.307], [2.323, -0.452, -0.180], [1.417, 0.393, -0.720], [1.078, -1.857, -0.885], [2.771, -2.559, -0.212], [3.177, -0.047, 0.379], [0.957, 0.069, -1.499], [-2.479, 0.688, 0.914], [-1.345, 1.181, 0.037], [-1.501, 1.362, -1.525], [-2.446, -0.412, 0.879], [-3.384, 1.009, 0.535], [-2.187, 0.925, 1.979], [-0.411, 1.423, 0.606]], "nbo_charge": [-0.521, 0.143, -0.709, 0.183, 0.215, 0.193, 0.495, -0.683, -0.245, 0.030, 0.240, 0.234, 0.218, 0.209], "homo_ev": -8.693, "spin_multiplicity": 1, "e_tot_ha": -630.54623, "relative_energy_kcal_mol": 55.7, "total_charge": 0, "lumo_energy_ev": -0.04, "smiles": "C=CO.CC=S"}

{"formula": "C4H8OS2", "method": "the ωB97M-V functional and the def2-TZVPD basis", "species": ["C", "C", "C", "H", "H", "H", "H", "C", "S", "S", "O", "H", "H", "H", "H"], "coordinates": [[-0.083, 1.649, 1.541], [0.211, 0.431, 1.901], [0.503, -0.841, 2.201], [0.383, 2.275, 0.719], [-0.681, 2.199, 2.271], [1.212, -0.982, 3.051], [-0.223, -1.668, 2.158], [-1.469, -0.692, -1.178], [-0.729, 0.470, -2.223], [1.251, 0.444, -1.482], [2.003, -0.546, -2.607], [-1.387, -1.719, -1.696], [-2.472, -0.328, -1.124], [-0.937, -0.629, -0.275], [2.418, -0.062, -3.257]], "nbo_charge": [-0.525, 0.117, -0.527, 0.241, 0.231, 0.227, 0.230, -0.778, 0.103, 0.361, -0.845, 0.222, 0.228, 0.241, 0.474], "homo_ev": -8.844, "spin_multiplicity": 1, "e_tot_ha": -1028.70637, "relative_energy_kcal_mol": 73.2, "total_charge": 0, "lumo_energy_ev": 0.58, "smiles": "C=C=C.CSSO"}

{"formula": "C4H8OS2", "method": "the ωB97M-V functional and the def2-TZVPD basis", "species": ["C", "O", "C", "S", "C", "C", "S", "H", "H", "H", "H", "H", "H", "H", "H"], "coordinates": [[-1.090, 0.146, 2.058], [-0.281, -0.640, 1.196], [-0.883, -0.868, -0.090], [-1.007, 0.583, -1.104], [0.666, 0.943, -1.566], [1.785, 0.007, -1.148], [0.890, 2.244, -2.566], [-0.621, 0.134, 3.030], [-1.182, 1.188, 1.686], [-2.107, -0.292, 2.104], [-0.355, -1.688, -0.586], [-1.947, -1.086, 0.003], [2.773, 0.412, -1.377], [1.667, -0.996, -1.576], [1.693, -0.087, -0.066]], "nbo_charge": [-0.260, -0.541, -0.248, 0.316, -0.256, -0.705, 0.001, 0.202, 0.183, 0.166, 0.217, 0.198, 0.245, 0.233, 0.249], "homo_ev": -8.589, "spin_multiplicity": 1, "e_tot_ha": -1028.78209, "relative_energy_kcal_mol": 25.7, "total_charge": 0, "lumo_energy_ev": -0.11, "smiles": "COCSC(C)=S"}

{"formula": "C4H8OS2", "method": "the ωB97M-V functional and the def2-TZVPD basis", "species": ["C", "C", "C", "C", "H", "H", "H", "H", "H", "H", "H", "H", "O", "S", "S"], "coordinates": [[-1.485, -0.156, -0.339], [-0.201, 0.569, 0.047], [0.707, -0.202, 1.125], [1.099, -0.381, -0.075], [-1.501, -2.192, -1.204], [-2.351, 0.138, 0.174], [-1.477, -0.073, -1.563], [-1.173, 2.287, -1.432], [1.248, 0.416, 1.834], [0.051, -0.840, 1.675], [0.619, -1.253, -0.527], [2.998, 0.953, 0.906], [-1.198, -1.647, -0.108], [-0.197, 2.344, -0.062], [2.863, 0.039, -0.452]], "nbo_charge": [-0.070, -0.261, -0.402, -0.358, 0.475, 0.200, 0.171, 0.125, 0.221, 0.237, 0.284, 0.140, -0.753, 0.020, -0.029], "homo_ev": -8.082, "spin_multiplicity": 1, "e_tot_ha": -1028.58053, "relative_energy_kcal_mol": 152.2, "total_charge": 0, "lumo_energy_ev": 0.05}

{"formula": "C4H8OS3", "method": "the ωB97M-V functional and the def2-TZVPD basis", "species": ["C", "O", "C", "S", "C", "S", "C", "S", "H", "H", "H", "H", "H", "H", "H", "H"], "coordinates": [[-1.659, 0.000, 1.207], [-1.026, -1.152, 1.084], [0.481, -1.011, 1.230], [1.659, -1.352, -0.370], [2.030, 0.029, -1.320], [0.511, 0.639, -2.264], [-0.867, 0.966, -1.157], [-0.616, 1.614, 0.616], [-1.749, 0.279, 2.308], [-2.620, -0.190, 0.658], [0.896, -1.953, 1.690], [0.569, -0.056, 1.768], [2.503, 0.931, -0.584], [2.766, -0.188, -2.062], [-1.456, -0.081, -0.949], [-1.424, 1.524, -1.854]], "nbo_charge": [-0.105, -0.551, -0.165, 0.183, -0.724, 0.190, -0.666, 0.067, 0.171, 0.214, 0.219, 0.216, 0.235, 0.260, 0.226, 0.230], "homo_ev": -8.478, "spin_multiplicity": 1, "e_tot_ha": -1426.87341, "relative_energy_kcal_mol": 86.5, "total_charge": 0, "lumo_energy_ev": 0.60, "smiles": "C1OCSCSCS1"}

{"formula": "C4H8S", "method": "the ωB97M-V functional and the def2-TZVPD basis", "species": ["C", "C", "C", "C", "H", "H", "H", "H", "H", "H", "H", "H", "S"], "coordinates": [[2.459, -0.375, 0.095], [1.162, 0.378, -0.015], [-1.694, 0.422, -0.136], [-2.949, -0.314, 0.253], [2.646, -0.736, 1.191], [2.072, -1.177, -0.666], [3.364, 0.154, -0.309], [1.086, 1.109, -0.786], [0.963, 1.145, 0.908], [-1.651, 1.554, -0.450], [-4.051, 0.150, -0.258], [-3.113, -1.624, 0.468], [-0.295, -0.685, -0.295]], "nbo_charge": [-0.634, -0.535, -0.402, -0.467, 0.228, 0.216, 0.229, 0.211, 0.201, 0.246, 0.214, 0.239, 0.255], "homo_ev": -8.233, "spin_multiplicity": 1, "e_tot_ha": -555.23380, "relative_energy_kcal_mol": 85.4, "total_charge": 0, "lumo_energy_ev": 0.65}

{"formula": "C4H8S", "method": "the ωB97M-V functional and the def2-TZVPD basis", "species": ["C", "S", "C", "C", "C", "H", "H", "H", "H", "H", "H", "H", "H"], "coordinates": [[0.219, 0.223, 2.010], [-0.700, 0.602, 0.556], [0.579, 0.174, -0.565], [0.479, -1.365, -0.976], [-0.005, -0.194, -1.919], [0.128, -0.787, 2.279], [-0.201, 1.024, 2.684], [1.278, 0.447, 1.725], [1.612, 0.578, -0.516], [-0.203, -1.921, -0.373], [1.438, -1.764, -1.235], [0.535, 0.045, -2.820], [-1.018, -0.276, -1.941]], "nbo_charge": [-0.761, 0.246, -0.405, -0.429, -0.411, 0.214, 0.234, 0.220, 0.228, 0.219, 0.206, 0.222, 0.217], "homo_ev": -8.279, "spin_multiplicity": 1, "e_tot_ha": -555.32515, "relative_energy_kcal_mol": 28.1, "total_charge": 0, "lumo_energy_ev": 1.07, "smiles": "CSC1CC1"}